# 1
Computed, not measured: a 8-piece molecular cluster, C16H48O16 overall in a non-equilibrium geometry, with ωB97M-V/def2-TZVPD.

Output
* energy above the lowest of the compared OMol25 structures with the same formula, charge and spin: 37.89 kcal per mole
* structure (SMILES): OCCO.OCCO.OCCO.OCCO.OCCO.OCCO.OCCO.OCCO

Geometry as XYZ:
```
80
Properties=species:S:1:pos:R:3:mulliken_charge:R:1
C -4.5855 1.7307 -1.6934 -0.02
C -4.2206 2.7805 -0.6362 -0.51
O -4.4825 2.3421 0.6804 -0.51
O -3.7607 2.0358 -2.8160 -0.47
H -5.6193 1.9192 -1.9110 0.28
H -4.5378 0.6870 -1.3088 0.08
H -4.7367 3.7259 -0.7050 0.44
H -3.1014 2.9597 -0.6230 0.10
H -5.1355 2.9577 1.0477 0.31
H -3.2761 2.8560 -2.6041 0.33
C -2.0628 -0.9361 -4.3948 -0.58
C -3.5112 -1.3992 -4.3514 -0.09
O -3.7211 -2.3387 -5.4564 -0.56
O -1.7165 0.0538 -3.4804 -0.32
H -1.7738 -0.6519 -5.4037 0.46
H -1.4744 -1.8277 -4.1919 0.21
H -4.1493 -0.4835 -4.4252 0.19
H -3.7839 -1.9858 -3.4872 0.16
H -3.6722 -1.8722 -6.2815 0.31
H -1.9702 0.9278 -3.8128 0.23
C 4.7392 -0.0514 -0.0276 0.31
C 5.5786 0.0508 -1.3403 -0.53
O 5.5775 1.4041 -1.7305 -0.54
O 5.1393 0.8732 0.9102 -0.58
H 4.7977 -1.0813 0.3988 0.09
H 3.7211 0.1754 -0.2539 -0.04
H 5.2435 -0.6167 -2.1285 0.30
H 6.6353 -0.1659 -1.1362 0.33
H 4.6637 1.6310 -1.8809 0.31
H 5.3449 1.7046 0.5043 0.33
C 1.0379 3.9240 1.0508 0.14
C 2.4874 3.9537 0.6907 -0.24
O 3.0557 5.3192 0.7449 -0.58
O 0.8963 4.2788 2.3747 -0.60
H 0.7031 2.8955 0.7976 -0.13
H 0.5197 4.6716 0.4037 0.41
H 2.5681 3.6471 -0.3602 0.25
H 3.1276 3.3141 1.3418 0.14
H 2.7279 5.6938 1.5564 0.33
H -0.0069 4.1578 2.6962 0.32
C 1.8457 -3.6039 0.0112 -0.10
C 2.9231 -4.4949 0.4580 -0.64
O 3.6028 -3.7682 1.5416 -0.47
O 0.8187 -3.6787 1.0016 -0.67
H 1.4260 -4.0557 -0.8795 0.40
H 2.1965 -2.5783 -0.0381 0.03
H 3.5848 -4.8083 -0.3527 0.37
H 2.5029 -5.4213 0.8578 0.34
H 4.2145 -4.3411 1.9725 0.24
H 0.9437 -2.9036 1.5714 0.47
C -4.3608 -1.2693 0.8279 0.45
C -4.2308 -1.3170 2.3217 -0.39
O -3.0128 -1.9411 2.7130 -0.54
O -5.5088 -0.5152 0.4128 -0.62
H -4.3994 -2.3029 0.4256 0.30
H -3.4584 -0.7753 0.4614 -0.47
H -5.0790 -1.8268 2.7482 0.31
H -4.2235 -0.3136 2.7175 0.24
H -2.3076 -1.5405 2.2014 0.27
H -5.3679 0.4042 0.5703 0.31
C 2.7038 0.3397 3.5499 0.06
C 1.9862 -1.0417 3.4167 -0.73
O 2.1874 -1.5573 2.0705 -0.12
O 4.1210 0.2834 3.4085 -0.56
H 2.5564 0.7079 4.5671 0.42
H 2.2650 1.0754 2.8747 -0.20
H 0.9374 -0.8849 3.5341 0.32
H 2.3300 -1.7739 4.1654 0.39
H 2.9870 -2.0668 2.1539 0.15
H 4.4693 0.6266 2.5709 0.46
C -1.1416 -0.8300 -0.6724 -0.11
C -0.4993 0.4596 -0.3603 -0.53
O 0.8714 0.4452 -0.2174 -0.48
O -1.0815 -1.4995 0.5952 -0.10
H -0.5310 -1.4171 -1.3601 0.24
H -2.1688 -0.6780 -1.0371 -0.06
H -1.0116 0.8808 0.5110 0.25
H -0.6487 1.1000 -1.2065 0.44
H 1.2353 0.0857 0.5961 0.07
H -0.9434 -2.4638 0.5389 0.21
```

---

# 2
Computed, not measured: a 8-piece molecular cluster, C16H48O8S2 overall in a non-equilibrium geometry, with ωB97M-V/def2-TZVPD.

Output
* energy above the lowest of the compared OMol25 structures with the same formula, charge and spin: 0.00 kcal per mole

Geometry as XYZ:
```
74
Properties=species:S:1:pos:R:3:mulliken_charge:R:1
C 4.8630 -2.4942 -0.1812 -1.05
C 5.6340 -3.1752 0.8828 -0.74
O 6.9170 -3.3532 0.4568 -0.50
H 5.1220 -1.3792 -0.0722 0.25
H 3.8390 -2.5702 -0.0792 0.27
H 4.8630 -2.9812 -1.0882 0.50
H 5.2180 -4.0632 1.1078 0.47
H 5.3900 -2.8022 1.7738 0.53
H 7.5000 -3.6602 1.1148 0.29
C -0.0520 3.5228 1.1658 -0.30
C 0.0790 4.2788 -0.1482 -0.19
O 0.8920 3.5438 -1.0562 -0.43
H -0.7780 2.7478 1.1188 -0.21
H -0.7300 4.2878 1.7708 0.28
H 0.9570 3.3888 1.7838 0.25
H 0.7040 5.3168 -0.1592 0.22
H -0.9690 4.4818 -0.4432 0.25
H 0.1700 3.1098 -1.5782 0.26
C 1.0890 -4.0282 -4.9052 -0.99
C 1.9660 -3.5912 -3.7562 -0.10
O 1.6090 -4.4792 -2.7222 -0.51
H 1.2640 -5.1812 -5.1242 0.24
H 1.3670 -3.2762 -5.7092 0.31
H 0.1120 -3.9182 -4.6372 0.29
H 1.6360 -2.6992 -3.4442 0.07
H 3.0080 -3.7322 -3.9852 0.34
H 0.9750 -4.0442 -2.3192 0.46
C -0.4950 3.2768 -4.8192 -1.07
C -0.0270 1.9368 -4.0872 -0.90
O -0.4860 1.9708 -2.7062 -0.42
H 0.2260 3.9918 -4.5792 0.32
H -1.6050 3.4408 -4.7752 0.28
H -0.4490 3.4298 -5.9352 0.38
H 1.0320 1.9718 -4.2372 0.34
H -0.2770 1.1208 -4.4642 0.79
H -1.3020 1.6678 -2.8402 0.18
C -3.5640 2.9298 0.9238 -0.32
C -4.9950 2.7978 1.2838 -0.27
O -5.6400 1.8638 0.4258 -0.57
H -3.1040 3.9408 1.2738 0.28
H -3.4590 2.8078 -0.1752 0.18
H -2.9310 2.0548 1.3488 -0.23
H -5.4280 3.8818 1.2718 0.25
H -5.2280 2.4908 2.3118 0.28
H -6.5080 1.4538 1.0288 0.37
C -3.3260 -0.6172 3.4048 -1.11
C -4.4450 -0.8252 2.4518 -0.10
O -4.8680 -2.2132 2.4288 -0.57
H -2.5990 -1.4232 3.1498 0.31
H -3.5280 -1.1742 4.4388 0.28
H -2.9800 0.3288 3.3238 0.42
H -4.0250 -0.5542 1.4958 0.27
H -5.2850 -0.1782 2.7978 0.21
H -5.1110 -2.5132 3.3948 0.34
C 0.9590 -0.1222 -0.8852 -0.01
S -0.5360 -1.0452 -1.2052 0.43
O -0.1210 -2.4732 -1.5082 -0.70
C -1.3050 -0.9882 0.4378 -1.35
H 1.5100 -0.7102 -0.0882 -0.01
H 0.6120 0.7858 -0.7802 -0.06
H 1.5730 0.0638 -1.9572 0.21
H -1.3390 -0.0272 0.8348 0.30
H -0.6490 -1.4132 1.1418 0.41
H -2.1750 -1.4542 0.5718 0.63
C 3.1380 -0.4662 2.8028 -0.86
S 2.3450 -0.2702 4.4508 0.44
O 2.6120 1.1348 4.8038 -0.62
C 0.6140 -0.5912 4.0168 -1.14
H 2.5380 -0.1462 2.0558 0.15
H 3.1540 -1.4952 2.5408 0.36
H 4.0550 0.0568 2.7528 0.44
H 0.1870 0.1258 3.3148 0.12
H 0.1150 -0.5592 4.9818 0.46
H 0.4770 -1.5152 3.8188 0.67
```

---

# 3
Computed, not measured: a 10-piece molecular cluster, C16H49O12 overall in a non-equilibrium geometry, with ωB97M-V/def2-TZVPD.

Output
* net charge: -1
* energy above the lowest of the compared OMol25 structures with the same formula, charge and spin: 88.56 kcal per mole

Geometry as XYZ:
```
77
Properties=species:S:1:pos:R:3:mulliken_charge:R:1
C -0.1560 -0.4423 0.2694 -0.24
O -0.0871 -1.7117 0.4235 -0.70
O 0.7362 0.2982 0.9836 -0.29
O -0.8664 0.0466 -0.6427 0.46
H 1.4326 -0.1739 1.3451 0.20
C -3.7785 -0.7492 -2.1705 -0.33
O -3.5228 0.3388 -1.2915 -0.58
H -3.5529 -0.5797 -3.1015 0.32
H -4.7954 -1.2787 -2.0811 0.19
H -2.9379 -1.3147 -1.8173 -0.03
H -2.7556 0.2233 -0.6229 0.33
C 3.7474 -0.0922 3.9426 -0.54
O 3.2376 -1.2638 4.5180 -0.52
H 3.1692 0.3885 3.3708 0.12
H 4.5851 -0.2946 3.2316 0.27
H 4.2441 0.5884 4.7066 0.30
H 2.8899 -1.8220 3.8497 0.37
C -3.5468 -2.9325 0.6865 -0.42
O -2.5129 -2.8487 1.6445 -0.52
H -4.1405 -3.7239 0.9024 0.46
H -2.8528 -3.1435 -0.2691 0.15
H -3.8334 -1.8453 0.5620 0.08
H -1.7633 -2.9730 1.1998 0.21
C -0.9069 3.4639 -0.1869 -1.11
O -0.2324 2.6749 -1.1198 -0.49
H -1.9611 3.7521 -0.4849 0.24
H -0.3037 4.3270 -0.1769 0.50
H -0.6810 2.9622 0.6873 0.50
H -0.8370 1.7322 -1.0698 0.18
C 2.0914 -3.7703 2.3654 -0.82
O 1.5882 -2.5281 2.5429 -0.45
H 2.9375 -3.5456 1.8109 0.41
H 1.5027 -4.4755 1.6623 0.27
H 2.5292 -4.1349 3.3199 0.31
H 1.0601 -2.3512 1.6765 0.31
C 1.6269 -2.6735 -2.2799 -0.63
O 1.8569 -2.8774 -0.8665 -0.66
H 1.4753 -1.7320 -2.5228 0.04
H 0.9683 -3.3997 -2.6176 0.38
H 2.4815 -3.0362 -2.8925 0.35
H 1.2106 -2.3874 -0.2172 0.48
C 0.4076 -0.3393 -5.5407 -1.94
C -0.0606 0.2413 -4.1791 0.63
C -1.1697 1.4127 -4.5554 -0.91
O -0.7507 -0.6468 -3.3955 -0.60
H 0.7124 0.4601 -6.1485 0.44
H -0.4349 -0.6791 -6.0701 0.38
H 1.0240 -1.0056 -5.3337 0.65
H 0.5076 0.7551 -3.6241 0.25
H -1.4498 1.9777 -3.5129 0.11
H -1.9435 0.6687 -4.9540 0.26
H -0.9093 2.1542 -5.4383 0.35
H -0.9681 -0.2755 -2.3679 0.19
C 3.0334 1.7982 -1.1715 -0.68
C 3.0197 2.6850 0.1803 1.25
C 4.3690 2.9634 0.7967 -1.75
O 2.3621 3.8339 -0.1968 -0.65
H 3.5012 0.8066 -1.0224 0.39
H 3.3330 2.4858 -2.0799 0.27
H 1.9281 1.5296 -1.1660 -0.15
H 2.3055 2.1697 0.7467 -0.22
H 4.7118 3.5006 0.0950 0.69
H 5.0066 2.1290 0.8562 0.37
H 4.4245 3.5512 1.8585 0.21
H 1.4566 3.6944 -0.5292 0.29
C -3.8049 1.1765 2.4373 -1.13
C -2.7611 0.2645 2.9756 1.71
C -1.7560 0.9324 3.9037 -1.30
O -3.4106 -0.7200 3.6596 -0.69
H -4.6145 0.6476 1.9259 0.27
H -3.1872 1.8810 1.8426 0.16
H -4.4012 1.6637 3.3102 0.32
H -2.2831 -0.1158 2.1703 -0.55
H -0.9300 0.2094 4.0606 0.31
H -2.0832 1.4206 4.8065 0.37
H -1.1740 1.5878 3.3123 0.21
H -3.3572 -1.5128 3.0776 0.42
```

---

# 4
Computed, not measured: C16H4F6N2PdS3 as an isolated structure, with ωB97M-V/def2-TZVPD.

Output
* net charge: -2
* energy above the lowest of the compared OMol25 structures with the same formula, charge and spin: 10.99 kcal per mole

Geometry as XYZ:
```
32
Properties=species:S:1:pos:R:3:mulliken_charge:R:1
Pd -0.0346 -0.9689 1.0488 -0.48
S -0.3724 -2.3631 3.2585 -0.48
C 1.3017 -2.0925 3.4062 0.99
S 2.0293 -1.2765 2.0763 -0.44
C 2.0529 -2.4816 4.5192 -0.07
C 1.4699 -3.1700 5.6191 0.10
N 1.0404 -3.7170 6.5418 -0.62
C 3.4487 -2.2278 4.6165 0.09
N 4.5862 -2.0510 4.7205 -0.62
F -1.7396 -0.1703 -5.8946 -0.33
C -1.8130 -0.3995 -4.5696 0.53
C -0.7728 -1.0185 -3.9018 0.11
F 0.3146 -1.4002 -4.5942 -0.33
C -0.8592 -1.2580 -2.5409 0.65
F 0.1730 -1.8901 -1.9771 -0.33
C -1.9677 -0.8849 -1.7727 -0.24
S -2.1247 -1.1837 -0.0647 -0.35
C -2.9970 -0.2674 -2.4917 0.39
F -4.1142 0.1304 -1.8647 -0.36
C -2.9334 -0.0274 -3.8521 0.12
F -3.9562 0.5753 -4.4890 -0.32
F 1.0619 4.9746 -0.2433 -0.37
C 0.8409 3.6438 0.0011 0.58
C 0.2104 2.8806 -0.9564 -0.96
C -0.0083 1.5310 -0.6903 0.79
C 0.3919 0.9233 0.5000 -0.56
C 1.0308 1.7472 1.4316 0.18
C 1.2535 3.1018 1.1982 -0.89
H -0.1068 3.3314 -1.8886 0.39
H -0.5170 0.9529 -1.4526 0.05
H 1.3642 1.3312 2.3723 0.41
H 1.7465 3.7249 1.9342 0.40
```

---

# 5
Computed, not measured: a 10-piece molecular cluster, C16H50BBrNO11PS2 overall in a non-equilibrium geometry, with ωB97M-V/def2-TZVPD.

Output
* energy above the lowest of the compared OMol25 structures with the same formula, charge and spin: 120.72 kcal per mole
* structure (SMILES): CCSC[PH](CC(=O)Br)(N=C=S)B(C)O.CO.CO.CO.CO.CO.CO.CO.CO.CO

Geometry as XYZ:
```
83
Properties=species:S:1:pos:R:3:mulliken_charge:R:1
C -5.2812 1.9675 1.6404 -0.76
C -3.8501 1.3037 2.0907 -0.30
S -2.4204 2.1448 1.1585 -0.16
C -1.1661 0.7243 0.9205 -0.89
P -1.5723 -0.1202 -0.7765 1.16
C -1.2794 -1.8082 0.0677 -0.39
C -1.2708 -3.1002 -0.9413 0.17
O -2.2327 -4.0457 -0.7489 -0.56
Br 0.1057 -3.3951 -2.4138 -0.13
N -2.1437 -0.8434 -2.3085 -0.52
C -3.1906 -0.0411 -2.7745 0.02
S -4.8061 0.3477 -3.2717 -0.16
B -0.1339 0.8318 -1.6160 0.60
C 1.4805 0.6282 -1.2742 -0.35
O -0.5085 1.8643 -2.6462 -0.56
H -5.0295 3.0525 1.2212 0.24
H -6.0189 2.0533 2.5538 0.28
H -5.7403 1.3471 0.7583 0.17
H -3.6429 1.5017 3.2362 0.33
H -3.8211 0.1421 1.9240 0.19
H -1.3544 -0.0189 1.8062 0.41
H -0.1087 1.2414 0.9379 0.17
H -2.8824 0.5384 -0.6835 -0.45
H -2.0868 -1.9424 0.9241 0.36
H -0.2214 -1.7277 0.6144 0.42
H 1.7230 -0.4078 -0.7638 0.08
H 1.7457 1.4534 -0.4666 -0.04
H 2.1666 0.7460 -2.2378 0.28
H -0.3705 2.7464 -2.1513 0.34
C 2.2490 3.8627 1.0754 -0.53
O 0.8935 4.1649 0.8006 -0.44
H 2.8668 4.2164 0.2467 0.25
H 2.5558 4.3649 1.9960 0.23
H 2.3682 2.7815 1.1803 0.24
H 0.3699 3.8395 1.5526 0.23
C -9.0356 1.9001 0.3091 -0.54
O -8.1831 0.8138 0.6211 -0.46
H -8.6225 2.8125 0.7452 0.22
H -9.0999 2.0141 -0.7758 0.26
H -10.0288 1.7166 0.7264 0.27
H -8.5750 0.0187 0.2213 0.28
C 3.8525 -3.0681 -1.2460 -0.29
O 2.9318 -2.6994 -0.2358 -0.48
H 4.1919 -2.1676 -1.7631 0.20
H 4.7104 -3.5705 -0.7926 0.10
H 3.3629 -3.7337 -1.9612 0.22
H 2.6483 -3.5183 0.2054 0.23
C -0.5572 5.6278 4.0589 -0.37
O -0.6514 4.2830 4.4910 -0.52
H 0.4739 5.9682 4.1791 0.08
H -0.8400 5.6937 3.0055 0.25
H -1.2179 6.2532 4.6645 0.28
H -1.5768 4.0088 4.3727 0.29
C 4.7494 -2.3628 -5.0049 -0.63
O 4.0734 -3.4442 -4.3904 -0.39
H 5.4137 -1.8972 -4.2732 0.25
H 5.3400 -2.7321 -5.8468 0.30
H 4.0206 -1.6264 -5.3525 0.27
H 3.4919 -3.8374 -5.0634 0.28
C 6.6422 -5.6362 0.1219 -0.56
O 5.2369 -5.6009 0.2902 -0.47
H 6.9569 -4.7445 -0.4251 0.23
H 7.1270 -5.6505 1.1010 0.26
H 6.9197 -6.5270 -0.4471 0.26
H 4.9872 -6.4040 0.7783 0.28
C 0.6754 -3.8047 -7.4504 -0.58
O 1.7095 -3.5636 -6.5140 -0.45
H 1.0266 -3.5267 -8.4468 0.21
H 0.4144 -4.8657 -7.4413 0.26
H -0.1986 -3.2012 -7.1929 0.25
H 1.3689 -3.8194 -5.6398 0.27
C 2.3526 7.9769 5.5547 -0.56
O 0.9971 8.2791 5.2799 -0.50
H 2.9704 8.3306 4.7260 0.21
H 2.6594 8.4791 6.4753 0.28
H 2.4718 6.8957 5.6596 0.26
H 0.4735 7.9537 6.0319 0.30
C -0.4068 -4.5849 2.1456 -0.17
O -0.3639 -4.1337 3.4868 -0.54
H 0.3470 -4.0473 1.5657 -0.10
H -0.1927 -5.6559 2.1135 0.36
H -1.3960 -4.3874 1.7252 0.18
H -1.0431 -4.6280 3.9766 0.31
```

---

# 6
Computed, not measured: a 10-piece molecular cluster, C16H50BrN2O16 overall in a non-equilibrium geometry, with ωB97M-V/def2-TZVPD.

Output
* net charge: -1
* DFT total energy: -4527.0212 Ha

Geometry as XYZ:
```
85
Properties=species:S:1:pos:R:3:mulliken_charge:R:1
Br -0.2784 0.5812 -0.1612 -0.49
C 0.5096 -3.3426 0.3775 0.74
C 0.9669 -4.5361 1.2045 -0.98
O 1.9956 -4.0956 2.1128 -0.64
O -0.4199 -2.6336 1.2585 -0.31
H 0.0754 -3.4557 -0.6557 0.26
H 1.4849 -2.7843 0.2301 -0.14
H 1.2981 -5.3485 0.5616 0.36
H 0.1132 -4.9046 1.6813 0.41
H 1.5615 -3.7272 2.9007 0.38
H -0.6976 -1.7936 0.8356 -0.15
C 2.4813 2.8819 -2.4735 -0.03
C 2.4980 4.3845 -2.1605 -0.79
O 1.6562 4.7291 -1.0401 -0.55
O 3.1168 2.2704 -1.4394 -0.51
H 3.0405 2.7917 -3.4012 0.36
H 1.4562 2.4824 -2.6735 -0.02
H 2.1154 5.1017 -2.8125 0.48
H 3.5383 4.5941 -1.9890 0.28
H 1.8827 3.9954 -0.4481 0.04
H 2.7735 1.3342 -1.4873 0.38
C -0.0599 -0.6937 4.9121 -0.36
C 1.0978 -1.2206 4.0244 0.42
O 1.2452 -2.6369 4.3121 -0.67
O -1.1483 -1.6423 4.9376 -0.62
H -0.3632 0.3435 4.6345 0.28
H 0.1657 -0.6729 5.9925 0.32
H 2.0825 -0.7935 4.2679 0.19
H 0.8798 -1.0682 2.9441 -0.33
H 0.3515 -2.8712 4.7356 0.42
H -1.3791 -1.8220 4.0426 0.32
C -1.5308 -0.9197 -3.7145 -0.01
C -0.2694 -0.3847 -4.4385 -0.35
O -0.7021 0.4290 -5.4741 -0.56
O -2.1704 0.2386 -3.0841 -0.51
H -1.2937 -1.7355 -3.0359 0.07
H -2.2813 -1.2058 -4.4839 0.29
H 0.2438 -1.2934 -4.8355 0.36
H 0.3935 0.1669 -3.8034 0.15
H -1.1640 1.1561 -5.0038 0.38
H -1.5051 0.6702 -2.4842 0.07
C 1.6001 4.0954 3.1492 -0.35
C 2.3512 2.9902 2.3027 1.02
O 1.7912 1.7364 2.6446 -0.24
O 1.6560 3.7716 4.5663 -0.58
H 0.5508 4.1166 2.8084 0.22
H 2.0616 5.0881 3.0768 0.34
H 3.4382 3.0044 2.5022 0.24
H 2.2448 3.2802 1.2164 -0.77
H 1.2616 1.3717 1.9623 -0.04
H 1.6180 2.8204 4.7128 0.32
C -2.3212 3.9987 -0.7265 0.11
C -3.4806 4.8533 -0.3117 -0.58
O -3.2282 5.8841 0.6713 -0.54
O -1.4373 4.7607 -1.5230 -0.52
H -2.7842 3.2350 -1.3418 0.04
H -1.7722 3.5225 0.1258 0.19
H -4.2943 4.2441 0.1102 0.32
H -3.9038 5.3194 -1.1821 0.33
H -2.4819 6.4115 0.3077 0.29
H -0.6011 4.7133 -1.0899 0.33
C 3.1560 -1.3353 1.1079 0.96
C 3.4726 -0.3691 -0.0208 0.07
O 2.6468 -0.6659 -1.2317 -0.62
O 3.7437 -2.5512 0.8104 -0.66
H 2.0625 -1.4484 1.2577 -0.95
H 3.5855 -0.8761 2.0429 0.27
H 4.5277 -0.5165 -0.2997 0.31
H 3.2919 0.6579 0.3025 -0.16
H 1.7300 -0.7787 -0.9185 0.15
H 3.3245 -3.2185 1.3815 0.48
C -3.6935 -2.2192 -1.1207 0.54
O -3.7227 -3.3418 -0.7355 -0.71
N -4.4393 -1.6995 -2.1282 -0.27
N -2.9530 -1.2773 -0.4645 -0.16
H -4.3384 -0.7432 -2.4871 0.17
H -5.0466 -2.2385 -2.6922 0.22
H -2.5384 -1.6039 0.4172 0.10
H -2.6319 -0.4381 -0.9184 0.14
C -2.8082 -6.4663 -2.2593 -0.41
O -4.0032 -5.7563 -2.4001 -0.52
H -2.2826 -6.5436 -3.2257 0.21
H -2.1313 -6.0079 -1.4986 0.09
H -3.1319 -7.3974 -1.8662 0.25
H -3.8498 -4.9517 -1.9009 0.40
```

---

Q: Which formula does entry 4 have?
A: C16H4F6N2PdS3